The following is a quantum chemistry calculation of a 2-piece molecular cluster, C13H28ClN3O3P overall, from OMol25.

The frontier orbital gap (alpha / beta) comes out at 7.925 / 9.559 eV. The value obtained for the HOMO energy (alpha / beta) is -7.6 / -9.3 eV. The value obtained for the largest force on an atom is 0.54 eV/A. The calculation puts the total energy at -1703.64634 a.u. Its expectation value of S² is 0.75. The net charge is 0. As for the spin multiplicity: 2. For the LUMO energy (alpha / beta), the calculation gives 0.29 / 0.29 eV.

XYZ file:
```
49
Properties=species:S:1:pos:R:3:lowdin_spin:R:1
C 0.7976 -2.7081 2.8128 0.00
C 1.3661 -2.5636 1.3963 0.00
C 0.3607 -2.6029 0.2346 0.00
Cl -0.9973 -3.7006 0.6780 0.00
C -0.1018 -1.2663 -0.4739 0.00
P 0.5092 -1.5455 -2.1915 0.00
O -0.1011 -2.7237 -2.8501 0.00
C 0.4775 0.1001 -0.0528 0.01
C -0.2181 0.8921 1.0839 0.02
C -0.4477 2.3401 0.6038 0.01
C 0.6701 0.9912 2.3238 0.00
N -1.5208 0.2719 1.4500 0.39
O -1.6811 -0.1125 2.6563 0.51
C -2.4208 -0.2995 0.4106 0.02
C -3.2419 0.8270 -0.2488 0.01
C -3.4311 -1.2217 1.0922 0.00
C -1.6177 -1.0498 -0.6989 0.01
H 1.5479 -2.3742 3.5336 0.00
H -0.0978 -2.1107 2.9694 0.00
H 0.5754 -3.7498 3.0322 0.00
H 1.9805 -1.6669 1.3227 0.00
H 2.0482 -3.4021 1.2379 0.00
H 0.8291 -3.2037 -0.5452 0.00
H 1.9158 -1.6146 -2.0707 0.00
H 0.2881 -0.3226 -2.8496 0.00
H 0.3911 0.7194 -0.9448 0.00
H 1.5488 0.0598 0.1438 0.00
H -0.8532 2.3802 -0.4052 0.00
H 0.5037 2.8728 0.5784 0.00
H -1.1243 2.8617 1.2823 0.00
H 0.1396 1.4579 3.1500 0.00
H 1.0458 0.0307 2.6452 0.00
H 1.5266 1.6168 2.0642 0.00
H -2.6383 1.6927 -0.4980 0.00
H -3.6848 0.4557 -1.1751 0.00
H -4.0566 1.1317 0.4075 0.00
H -2.9561 -2.0528 1.5967 0.00
H -4.0925 -1.6107 0.3143 0.00
H -4.0318 -0.6634 1.8071 0.00
H -2.1108 -1.9902 -0.9322 0.00
H -1.7001 -0.4444 -1.6091 0.00
C 2.7309 2.7059 -2.7200 0.00
O 1.9109 1.9199 -2.2690 0.00
N 3.9907 2.3197 -3.0731 0.00
N 2.4447 4.0275 -2.9002 0.00
H 4.6772 2.9473 -3.4458 0.00
H 4.2260 1.3523 -2.9542 0.00
H 1.5237 4.3359 -2.6509 0.00
H 3.0997 4.6902 -3.2686 0.00
```